The molecule C15H17N3, computed with ωB97M-V/def2-TZVPD.

Summary:
* Kohn-Sham gap: 9.2 eV
* energy above the lowest of the compared OMol25 structures with the same formula, charge and spin: 0.0 kJ/mol
* SMILES: Cc1ccccc1NC(=N)Nc1ccccc1C
* highest occupied orbital energy: -8.3 eV

```
! wB97M-V def2-TZVPD RIJCOSX def2/J DEFGRID3
* xyz 0 1
C 1.5894 3.0136 -0.5232
C 1.5819 2.3669 0.8221
C 2.1634 3.0042 1.9106
C 2.1163 2.4650 3.1828
C 1.4606 1.2647 3.3920
C 0.8907 0.6053 2.3208
C 0.9671 1.1286 1.0332
N 0.3379 0.4217 -0.0085
C 0.9373 -0.0266 -1.1523
N 2.1164 0.3169 -1.4734
H 2.4381 -0.0733 -2.3522
N 0.1443 -0.8711 -1.9380
C -1.1421 -1.3416 -1.6197
C -2.2184 -0.9871 -2.4308
C -3.4909 -1.4495 -2.1609
C -3.7044 -2.2733 -1.0685
C -2.6354 -2.6509 -0.2776
C -1.3438 -2.2110 -0.5399
C -0.2081 -2.7155 0.3031
H -0.2741 -2.3350 1.3226
H -0.2522 -3.8023 0.3599
H 0.7542 -2.4296 -0.1128
H -2.7952 -3.3188 0.5569
H -4.6971 -2.6325 -0.8434
H -4.3141 -1.1640 -2.7984
H -2.0432 -0.3407 -3.2797
H 0.3293 -0.7904 -2.9281
H -0.4735 -0.1100 0.2741
H 0.3793 -0.3344 2.4797
H 1.3969 0.8401 4.3830
H 2.5750 2.9860 4.0100
H 2.6508 3.9563 1.7552
H 0.5841 3.0211 -0.9429
H 1.9586 4.0337 -0.4601
H 2.2208 2.4337 -1.1959
*
```


A structure of composition C11H24CaO15V3 in a non-equilibrium geometry, computed with ωB97M-V/def2-TZVPD.

Summary:
* Kohn-Sham gap (alpha / beta): 4.3 / 6.8 eV
* ⟨S²⟩: 0.7512
* highest occupied orbital energy (alpha / beta): -5.8 / -8.2 eV

```
! wB97M-V def2-TZVPD RIJCOSX def2/J DEFGRID3
* xyz 0 2
O -0.6796 -1.5082 -4.0389
V -1.9459 -0.6939 -3.4009
O -3.0175 -1.8151 -2.9268
O -0.6935 -1.2036 2.5298
V -1.3328 -0.8119 1.1282
O -2.8463 -1.1636 1.1071
O 0.4432 3.2182 -5.3112
V 0.3923 2.3031 -3.9843
O 1.3597 1.0235 -4.2299
Ca 1.1989 2.7683 0.0277
C -2.3670 1.9321 -4.1288
O -1.8544 2.9098 -3.5471
O -1.5097 1.2775 -4.6837
O -3.1128 1.3033 -3.3517
C -0.3033 0.6824 -0.9247
O -1.1267 -0.2205 -1.2423
O 0.0577 0.7332 0.2797
O 0.0559 1.5519 -1.7498
C 1.2554 -2.7753 -1.0133
C 0.2338 -3.5688 -0.1417
C 0.7548 -4.1030 1.2745
O -0.8819 -2.8839 0.1814
H 2.1938 -3.2892 -1.2215
H 1.4281 -1.7476 -0.6939
H 0.8780 -2.6641 -2.0299
H -0.0672 -4.4402 -0.7232
H 1.6318 -4.7502 1.2672
H 0.0252 -4.6262 1.8926
H 0.9468 -3.2755 1.9574
H -1.4447 -3.6605 0.2220
C 3.8566 -0.2918 -1.2282
C 3.4572 0.3442 0.1037
C 4.4072 0.1067 1.2527
O 3.2835 1.7669 -0.1106
H 4.5560 0.4088 -1.6843
H 2.8931 -0.3372 -1.7359
H 4.2746 -1.2950 -1.1451
H 2.4454 -0.0047 0.3103
H 4.2195 0.8224 2.0531
H 5.4188 0.2493 0.8726
H 4.2794 -0.9137 1.6138
H 3.9893 1.9749 -0.7271
C -2.3650 3.0449 3.7603
C -2.9313 1.7029 3.2494
C -4.3616 1.9302 2.7188
O -1.9577 1.2407 2.2884
H -2.1131 3.6918 2.9200
H -1.4719 2.6539 4.2476
H -3.1315 3.4524 4.4196
H -2.9932 1.1479 4.1855
H -4.3346 2.4278 1.7493
H -5.0076 2.5366 3.3537
H -4.8281 0.9523 2.5999
H -1.2568 1.8857 2.4084
*
```


A cluster of 2 separate species, C18H34BFNO4 in total in a non-equilibrium geometry, computed with ωB97M-V/def2-TZVPD.

Summary:
* Kohn-Sham gap: 5.7 eV
* highest occupied orbital energy: -10.9 eV

```
! wB97M-V def2-TZVPD RIJCOSX def2/J DEFGRID3
* xyz 1 1
C 2.0884 0.9888 2.2551
C 2.9693 0.5885 0.9319
C 2.1170 -0.1775 -0.2549
C 2.7908 0.1491 -1.7138
C 2.0266 1.3039 -2.5912
C 2.2504 2.8282 -2.0047
C 0.7942 3.6082 -1.7462
C 0.0872 2.8790 -0.4496
N -1.2929 3.4713 -0.1009
C -2.4773 2.4907 0.0186
C -4.0228 2.9307 0.3423
B -5.1605 1.7298 0.4097
O -6.4163 1.9568 -0.3821
O -4.9809 0.4452 1.1695
C -4.9635 -0.6504 0.1671
C -4.3189 4.5377 0.5722
C -3.0494 5.5705 0.4730
C -1.5284 4.9663 0.1345
F -0.4381 5.9701 0.0804
H 2.1262 0.1248 3.0701
H 2.5621 1.9884 2.7004
H 0.9605 1.2254 2.0525
H 3.5929 1.5178 0.5445
H 3.7884 -0.1956 1.3049
H 2.2873 -1.3440 -0.0665
H 0.9595 -0.0129 -0.1916
H 3.9307 0.3701 -1.5637
H 2.7265 -0.8519 -2.3462
H 0.8827 1.0848 -2.8003
H 2.5424 1.2957 -3.6678
H 2.8408 3.5407 -2.7551
H 2.8397 2.8749 -0.9894
H 0.0505 3.4633 -2.6564
H 1.0816 4.7369 -1.5704
H -0.1502 1.7623 -0.7980
H 0.7719 2.8453 0.5053
H -2.2232 1.3451 -0.1499
H -6.5313 2.9571 -0.3687
H -3.9779 -0.6266 -0.5038
H -5.8786 -0.5912 -0.5746
H -4.9913 -1.7015 0.6870
H -5.3994 4.9215 0.8112
H -3.1668 6.7319 0.6106
C 2.2536 -6.8644 0.1747
O 1.3162 -6.5859 1.2131
C 1.7489 -5.5170 2.0587
C 1.0362 -4.2054 1.7059
O 1.4223 -3.7374 0.4099
C 0.4467 -4.0333 -0.5842
H 1.7616 -7.4972 -0.5692
H 2.6005 -5.9532 -0.3194
H 3.1073 -7.4084 0.5876
H 2.8381 -5.3972 2.0142
H 1.4842 -5.7941 3.0839
H 1.3394 -3.4388 2.4246
H -0.0520 -4.3177 1.7731
H -0.3962 -3.3420 -0.4889
H 0.0876 -5.0634 -0.5129
H 0.9056 -3.8938 -1.5663
*
```


The molecule C3H3NO2, computed with ωB97M-V/def2-TZVPD.

Summary:
* Kohn-Sham gap: 8.8 eV
* energy above the lowest of the compared OMol25 structures with the same formula, charge and spin: 346.6 kJ/mol
* highest occupied orbital energy: -9.0 eV

```
! wB97M-V def2-TZVPD RIJCOSX def2/J DEFGRID3
* xyz 0 1
O 2.2838 -0.9414 0.7106
C 1.2504 -0.4204 0.4162
N 0.8718 0.8545 0.1538
C -0.5618 0.7903 -0.1778
C -0.9753 -0.5216 -0.0255
O 0.0338 -1.2849 0.2834
H 0.2199 0.8116 -1.0790
H -1.1687 1.6862 -0.1547
H -1.9538 -0.9743 -0.1272
*
```


A cluster of 2 separate species, C5H8N2 in total in a non-equilibrium geometry, computed with ωB97M-V/def2-TZVPD.

Summary:
* Kohn-Sham gap (alpha / beta): 7.3 / 7.3 eV
* energy above the lowest of the compared OMol25 structures with the same formula, charge and spin: 525.8 kJ/mol
* highest occupied orbital energy (alpha / beta): -7.1 / -7.1 eV

```
! wB97M-V def2-TZVPD RIJCOSX def2/J DEFGRID3
* xyz 0 1
C 2.4289 -0.7756 0.6543
C 1.8070 -0.3131 -0.3885
C 0.9185 0.6998 -0.5708
C -1.2030 -0.1766 -0.4385
C -2.0259 0.5803 0.4682
N 0.8229 1.9294 -0.4880
N -1.2059 -1.2703 -1.0008
H 3.0155 -1.6176 0.5425
H 2.5012 -0.4140 1.6402
H 1.8616 -0.9594 -1.3005
H -2.7750 1.0280 -0.0266
H -2.5395 -0.3124 1.0950
H -1.3781 1.0986 1.1696
H -0.1893 2.3387 -0.3868
H -2.0389 -1.8358 -0.9692
*
```


A cluster of 3 separate species, C8H16N2O3S in total in a non-equilibrium geometry, computed with ωB97M-V/def2-TZVPD.

Summary:
* Kohn-Sham gap: 8.0 eV
* energy above the lowest of the compared OMol25 structures with the same formula, charge and spin: 1048.1 kJ/mol
* highest occupied orbital energy: -8.7 eV

```
! wB97M-V def2-TZVPD RIJCOSX def2/J DEFGRID3
* xyz 0 1
C -1.4940 1.5186 0.2492
C -0.2143 0.6065 0.5082
C -2.5907 1.1968 1.3479
C -3.3082 -0.2447 1.1954
C -3.7029 2.2702 0.8904
C 1.6937 -0.5061 -0.4853
C 2.6966 0.1878 -1.4688
C 1.9077 -2.1593 -0.4111
H -3.9026 1.1850 -1.0464
H -1.9944 2.8057 -1.4214
H -1.1304 2.5097 0.4003
H -2.2088 1.0085 2.4644
H -2.5874 -1.1924 1.7873
H -4.3616 -0.3685 1.8196
H -3.5299 -0.4868 0.0694
H -4.6017 2.1050 1.5782
H -3.6206 3.3058 1.0798
H -4.1053 2.3054 -0.1071
H -0.0176 0.1196 -1.3759
H 1.9203 -0.0633 0.4128
H 2.8917 -2.5148 0.1926
H 2.0031 -2.7152 -1.4170
H 0.4135 -1.8607 1.3817
H 4.5639 0.7551 -1.4926
N -2.2281 1.4057 -1.0943
N 0.2471 -0.1779 -0.5501
O 0.2325 0.4830 1.6578
O 2.4022 1.0441 -2.3793
O 4.0102 0.3267 -0.9170
S 0.6905 -2.9714 0.5835
*
```


The records above give, respectively, electronic energy values of -746.07460, -5071.75870, -1186.03956, -321.24562, -304.63522, -1047.49964 Ha.